1.
The following is a DFT calculation (the ωB97M-V functional and the def2-TZVPD basis) of a molecular structure, C17H18F5MnNO5Te.

Computed properties:
M ... 593.86 g mol⁻¹
Energy ... -81840.98894 eV
2S+1 ... 5
Charge ... +1

Each line ends with the Mulliken charge.
Positions of all 48 atoms, in Å:
1 H 1.000965 2.599744 0.046980  0.454
2 F -1.325862 -1.860448 1.507214  -0.663
3 C 0.241201 -0.940758 4.759052  -1.711
4 Te -1.004639 -3.165465 0.071387  2.110
5 C -2.192957 0.278749 -1.059875  0.195
6 H 4.177151 0.789098 -0.735384  0.437
7 H 3.250607 2.258615 -1.072168  0.436
8 C -0.095890 0.262286 -4.209964  -0.677
9 C -2.753483 0.606618 -3.432492  -0.764
10 H 1.254465 1.633804 5.255521  0.392
11 C 2.620084 -0.096969 1.260635  -0.900
12 O -1.170342 0.366907 -0.138703  -0.263
13 C 0.809072 0.544548 2.779001  0.214
14 H 0.325048 -0.000171 -2.136622  0.099
15 H -0.394160 1.461728 5.860365  0.424
16 H 2.125828 -1.135722 3.073546  0.562
17 C 3.174339 1.196012 -0.848131  -1.464
18 H -0.072576 2.516995 4.488531  0.384
19 H -1.074409 0.380772 3.715915  0.298
20 O -1.627207 0.727829 -7.361635  -0.588
21 O 0.446098 -2.053215 -0.244483  -0.833
22 H 0.918644 0.119768 -4.551110  0.506
23 H 0.080452 -1.809949 4.117738  0.363
24 H -0.357971 2.200789 2.050933  0.540
25 H 2.714014 0.708313 -1.710051  0.226
26 C 2.359907 0.971312 0.391440  1.158
27 C 1.274793 1.790885 0.713280  -0.516
28 H 3.424355 -0.785033 1.029936  0.483
29 F -2.645127 -3.790782 0.569445  -0.340
30 O -3.319654 0.249870 -0.679248  -0.535
31 O 0.438481 0.403747 -6.845358  -0.596
32 C 0.498988 1.567086 1.862642  -0.830
33 C -2.420319 0.675954 -4.774773  -0.550
34 C 1.870959 -0.303313 2.432092  -0.173
35 C -0.440337 0.205615 -2.872002  0.411
36 F -0.605747 -4.567276 -1.027713  -0.357
37 C 0.205713 1.573640 4.958475  -1.498
38 C -1.097178 0.503623 -5.131528  -0.028
39 Mn 0.130131 -0.462297 0.710800  1.593
40 H -0.438843 -1.030442 5.604171  0.426
41 H -3.162838 0.854614 -5.538080  0.514
42 F -0.210382 -4.130576 1.426278  -0.365
43 H 1.257983 -0.978798 5.156329  0.414
44 C -0.025668 0.372390 4.032959  0.513
45 H -3.779258 0.721124 -3.110896  0.533
46 F -1.891033 -2.384227 -1.346138  -0.421
47 C -1.764540 0.377862 -2.481754  0.385
48 N -0.728850 0.575136 -6.566569  1.003

Force components x, y, z for each atom (eV/Å):
-0.040 -0.029 -0.014
-0.229 -0.103 -0.328
-0.005 -0.007 -0.017
0.000 -0.410 0.373
0.045 0.334 0.040
0.000 0.003 0.005
-0.003 -0.002 0.000
0.015 0.024 0.006
-0.019 -0.032 -0.016
-0.004 -0.005 0.005
-0.091 -0.084 -0.014
-0.011 -0.040 -0.149
-0.101 0.035 0.060
0.011 -0.008 0.000
-0.005 0.004 -0.004
-0.012 -0.023 -0.021
-0.001 -0.012 -0.001
0.012 0.000 -0.014
-0.001 0.035 0.005
-0.023 0.207 0.007
-0.139 0.018 0.208
-0.003 0.006 0.000
0.002 0.001 -0.003
-0.019 0.008 -0.022
-0.003 0.002 0.005
0.020 -0.037 0.017
-0.051 -0.035 -0.004
-0.030 -0.024 -0.018
0.107 -0.216 0.018
-0.002 -0.100 0.010
0.067 0.192 0.029
0.063 -0.022 0.163
-0.007 0.029 0.000
-0.081 -0.118 -0.043
-0.012 0.006 -0.007
0.062 0.087 -0.056
0.012 -0.010 0.013
0.024 0.152 -0.004
0.606 0.606 -0.348
0.001 0.004 0.002
0.001 0.004 0.001
0.034 0.076 -0.055
-0.008 -0.001 0.005
0.017 -0.026 0.008
0.006 0.003 0.002
-0.135 0.206 0.202
0.001 -0.140 -0.011
-0.069 -0.561 -0.037

2.
The following is a DFT calculation (the ωB97M-V functional and the def2-TZVPD basis) of 2 unconnected molecules or ions with the total composition C2H4O2S2 at a distorted geometry.

Computed properties:
M ... 124.19 g mol⁻¹
Charge ... 0
Relative energy (zero: lowest compared OMol25 entry of this formula, charge and spin) ... 2.037 eV

Each line ends with the Mulliken charge.
Positions of all 10 atoms, in Å:
1 S 0.054252 1.822828 -0.689345  -0.276
2 H 1.106202 -1.294660 -0.367175  0.280
3 H 2.180621 -0.884243 1.011057  0.311
4 O -2.847097 -1.305695 -0.716890  -0.250
5 C -1.862350 -0.764752 -0.948110  0.209
6 C 1.486240 -0.423034 0.272745  -0.829
7 O -1.029009 -0.162221 1.203944  -0.495
8 H -1.416069 2.033259 -0.615386  0.197
9 H 2.134981 0.351790 -0.230709  0.344
10 S 0.192227 0.626732 1.079866  0.509

Force components x, y, z for each atom (eV/Å):
-2.560 0.739 -0.128
0.189 1.829 0.599
-0.800 0.366 0.020
1.903 1.095 -0.410
-2.274 -1.521 -0.138
1.098 -0.278 -0.117
-0.538 -0.328 0.708
2.707 -0.352 0.108
-0.673 -1.114 -0.052
0.948 -0.436 -0.591

3.
The following is a DFT calculation (the ωB97M-V functional and the def2-TZVPD basis) of a molecular structure, C14H10BrCeF9O at a distorted geometry.

Computed properties:
M ... 585.24 g mol⁻¹
2S+1 ... 2
Charge ... -1
Relative energy (zero: lowest compared OMol25 entry of this formula, charge and spin) ... 1.755 eV

Each line ends with the Mulliken charge.
Positions of all 36 atoms, in Å:
1 H -1.697138 2.063794 -1.645221  0.464
2 H 0.403714 -2.434219 -5.066749  0.403
3 F -2.537091 -1.050541 3.387694  -0.223
4 F -3.150410 2.295282 3.780450  -0.254
5 H 3.693152 -3.432920 -2.364498  0.398
6 F -0.557243 -0.932487 4.283045  -0.240
7 F -0.538962 2.433795 4.804000  -0.249
8 C 0.047489 2.602333 -0.350483  -0.225
9 O -0.764483 0.433097 1.800086  -0.679
10 C -0.643991 1.975471 -1.419480  -0.808
11 C -1.282387 0.969304 2.984195  0.840
12 C -1.642664 -0.195595 3.953984  0.506
13 H 2.553500 1.022203 -1.987734  0.444
14 H -0.331257 3.365917 0.323098  0.521
15 C 0.967545 -2.842456 -4.232243  -0.572
16 Ce 0.061636 0.024549 -0.036600  0.944
17 H -0.563850 -4.056759 -3.136928  0.538
18 F 0.981505 1.258233 3.752688  -0.251
19 F 0.071720 2.961231 2.775683  -0.217
20 H 1.477234 -4.723824 -1.500783  0.391
21 C 1.615262 1.454176 -1.632359  -0.619
22 F -3.540151 0.870829 2.162503  -0.237
23 H 3.026456 -2.008835 -4.559534  0.405
24 F -2.441297 2.680210 1.746855  -0.211
25 H 2.220297 2.683444 0.162795  0.473
26 C 1.535108 -4.050532 -2.353896  -0.601
27 H 0.122637 0.731513 -3.149205  0.513
28 C 2.704320 -3.371113 -2.809110  -0.602
29 C -0.191357 1.918016 3.602030  0.514
30 C 0.461787 -3.708213 -3.221656  -0.643
31 C -2.615717 1.713896 2.678905  0.424
32 F -2.181497 0.334614 5.072540  -0.228
33 Br -1.383654 -1.920783 -1.139424  -0.445
34 C 0.328916 1.294335 -2.242471  -0.382
35 C 1.437219 2.263835 -0.456272  -0.536
36 C 2.353651 -2.621800 -3.965906  -0.560

Force components x, y, z for each atom (eV/Å):
-0.006 -0.073 0.071
0.054 -0.009 0.124
0.907 0.794 0.755
0.305 -0.204 -0.736
-0.064 -0.018 -0.049
-0.695 0.608 -0.067
0.217 -0.361 -0.719
1.090 0.734 -0.738
-1.606 1.344 3.759
1.088 0.805 -1.177
0.475 -0.780 -1.223
-0.068 -0.533 -0.118
-0.403 0.096 0.106
-0.135 -0.569 0.035
0.433 -0.252 0.710
1.410 -3.323 -0.360
0.194 0.044 -0.024
-0.812 0.262 0.003
-0.359 -0.654 0.521
0.004 0.132 -0.120
-0.910 0.732 0.013
0.653 0.604 0.450
-0.050 -0.081 0.049
0.101 -0.420 0.623
-0.056 -0.255 0.074
-0.082 0.466 -0.455
0.020 -0.058 0.321
-0.605 0.148 -0.153
0.351 0.391 0.073
0.818 -0.024 -0.337
-0.765 0.506 -0.563
0.229 -0.849 -0.177
-0.827 -0.350 -0.158
0.358 1.020 0.272
-0.742 0.417 -1.051
-0.523 -0.289 0.265

4.
The following is a DFT calculation (the ωB97M-V functional and the def2-TZVPD basis) of a single C6H10O molecule at a distorted geometry.

Computed properties:
M ... 98.14 g mol⁻¹
SMILES string ... O/C=C/C1CCC1
Charge ... 0
Relative energy (zero: lowest compared OMol25 entry of this formula, charge and spin) ... 3.151 eV

Each line ends with the Mulliken charge.
Positions of all 17 atoms, in Å:
1 H 2.488235 -0.170376 0.105948  0.209
2 O -3.074580 -0.257205 -0.308780  -0.523
3 C 0.951479 1.132497 0.718946  -0.424
4 H -1.499143 0.267220 -1.458873  0.492
5 H -3.172269 -0.639216 0.571772  0.323
6 H 1.287035 1.126605 -1.470358  0.328
7 C -0.865251 -1.158302 -0.028697  -0.971
8 H -0.314796 1.669331 -0.988181  0.368
9 C 0.511136 0.964453 -0.728362  -0.982
10 H 0.079087 1.155891 1.385826  0.251
11 H -1.220043 -2.082621 0.436498  0.414
12 H 1.041054 -1.792910 -0.660124  0.306
13 C -1.764703 -0.356074 -0.616677  0.000
14 C 1.570020 -0.242748 0.710621  -0.560
15 H 1.603708 1.975380 0.960094  0.333
16 H 1.815555 -0.743786 1.648656  0.377
17 C 0.563474 -0.848139 -0.278309  0.059

Force components x, y, z for each atom (eV/Å):
-0.068 -0.129 0.357
-0.440 -0.430 0.111
0.193 0.044 0.153
-0.208 0.068 0.313
-0.281 -0.056 -0.088
0.391 -0.007 0.185
-0.337 0.468 0.023
0.257 -1.225 -0.105
0.451 -0.514 -0.126
0.133 0.051 -0.216
0.239 0.369 0.453
-0.195 1.195 -0.984
0.083 -0.320 0.012
0.126 -0.058 0.360
-0.055 -0.013 -0.071
-0.191 -0.133 0.053
-0.098 0.690 -0.432

> Among the records above, which one has the highest M?

C17H18F5MnNO5Te